{
  "formula": "C31H49AlBrO2P2",
  "method": "ωB97M-V/def2-TZVPD",
  "total_charge": 1,
  "total_energy_ev": -132244.6782,
  "mol_weight_g_mol": 622.6,
  "orbital_gap_ev": [5.261, 4.961],
  "e_lumo_ha": [-0.1617, -0.1736],
  "symbols": ["Al", "C", "C", "C", "C", "C", "C", "H", "H", "H", "C", "H", "H", "H", "C", "H", "H", "H", "C", "H", "H", "H", "C", "H", "H", "H", "C", "C", "C", "C", "C", "C", "C", "C", "H", "H", "H", "H", "H", "H", "H", "H", "H", "H", "H", "H", "P", "C", "H", "H", "H", "C", "H", "H", "H", "C", "H", "H", "H", "P", "C", "H", "H", "H", "C", "H", "H", "H", "C", "H", "H", "H", "Br", "C", "C", "C", "C", "C", "C", "C", "O", "O", "H", "H", "H", "H"],
  "coordinates": [[-0.074052, -0.756095, -1.186829], [-2.396774, 1.956494, -0.332699], [-3.012166, 1.093522, -1.267587], [-2.303228, -0.180797, 0.524486], [-2.037864, 1.182136, 0.809353], [-2.940956, -0.241603, -0.755056], [-2.293936, 3.424278, -0.426822], [-2.160611, 3.757761, -1.462141], [-1.438486, 3.773055, 0.165236], [-3.198235, 3.905094, -0.026853], [-1.719818, 1.709939, 2.138127], [-1.164940, 2.650162, 2.082370], [-1.107117, 0.991866, 2.685042], [-2.610543, 1.878924, 2.768298], [-2.303138, -1.273806, 1.505705], [-3.308321, -1.313407, 1.952360], [-1.583799, -1.079714, 2.301784], [-2.048402, -2.244803, 1.061607], [-3.737822, -1.392414, -1.232509], [-4.790276, -1.068856, -1.318677], [-3.697154, -2.204521, -0.490287], [-3.436776, -1.806599, -2.209142], [-3.811858, 1.526373, -2.439262], [-4.770225, 1.974325, -2.099881], [-4.071789, 0.679669, -3.101414], [-3.302679, 2.308450, -3.038285], [1.608979, 0.241075, -1.819222], [0.444533, 1.054672, -1.779031], [-0.276232, 1.503568, -3.027110], [-1.052270, 0.379193, -3.796489], [-0.899731, -0.967379, -3.117442], [0.334690, -1.658710, -3.284290], [1.469492, -1.002045, -4.040431], [2.254470, -0.023679, -3.152886], [0.543345, 1.881564, -3.651134], [-0.689959, 0.430704, -4.843171], [-0.976847, 2.328105, -2.797072], [2.314241, 0.938775, -3.634207], [2.313232, 0.370904, -0.990224], [0.423169, 1.796247, -0.950543], [3.263504, -0.386360, -2.947825], [2.159707, -1.767068, -4.425526], [0.421756, -2.758677, -3.188917], [1.120159, -0.436912, -4.913539], [-2.111167, 0.661569, -3.856583], [-1.825525, -1.536597, -3.050086], [2.164712, 2.650271, 0.414445], [1.995484, 3.458295, 2.013038], [2.784466, 4.218219, 2.137350], [2.114315, 2.657037, 2.769510], [0.986674, 3.897730, 2.105590], [3.776925, 1.865255, 0.571911], [4.496852, 2.637134, 0.865240], [4.079834, 1.413328, -0.381051], [3.733102, 1.081824, 1.347895], [2.342817, 3.989152, -0.780255], [2.549682, 3.570059, -1.775815], [3.162051, 4.637320, -0.456281], [1.399291, 4.555343, -0.817452], [1.129452, -2.827036, -0.458090], [-0.302705, -3.895484, -0.904689], [0.023207, -4.774400, -1.473599], [-1.035692, -3.334699, -1.513889], [-0.802861, -4.226201, 0.019307], [2.655025, -2.992175, -1.467342], [2.461171, -2.939486, -2.540434], [3.146266, -3.938028, -1.221494], [3.328806, -2.164915, -1.204265], [1.694790, -3.511332, 1.127858], [2.482630, -4.260574, 0.995772], [0.843925, -3.980628, 1.630526], [2.106254, -2.688834, 1.720722], [0.577565, 1.874102, 4.573082], [0.286650, 0.015848, 4.791805], [-0.074163, -0.451701, 6.059099], [-0.315362, -1.806683, 6.290422], [-0.053741, -2.697875, 5.258707], [0.403439, -2.235172, 4.013286], [0.572514, -0.873939, 3.746198], [1.192203, -0.345616, 2.440411], [2.354620, 0.052028, 2.615145], [0.527456, -0.360715, 1.344773], [-0.146213, 0.287186, 6.866514], [-0.710211, -2.139359, 7.257897], [-0.152149, -3.770632, 5.426633], [0.702376, -2.943031, 3.250311]],
  "forces_ev_per_a": [[-0.5, -1.2, 3.2], [-0.8, -1.2, -0.9], [0.7, 2.0, 0.9], [-0.3, -1.0, -2.1], [-0.5, 0.7, -0.5], [1.1, -0.6, 1.8], [0.1, 0.5, 0.1], [-0.1, 0.0, 0.2], [-0.2, 0.1, -0.2], [0.2, 0.0, -0.1], [0.5, 0.0, 0.5], [-0.1, -0.1, 0.0], [-0.1, 0.2, -0.1], [0.1, 0.0, -0.4], [-0.1, -0.3, 0.8], [0.2, -0.3, 0.0], [-0.1, -0.1, -0.1], [-0.2, 0.1, 0.2], [-0.4, -0.5, 0.1], [0.3, -0.2, -0.1], [-0.1, 0.2, -0.4], [-0.2, 0.2, 0.3], [-0.5, 0.2, -0.5], [0.4, -0.2, -0.2], [0.1, 0.4, 0.3], [-0.3, -0.4, 0.3], [0.3, 2.2, -0.9], [0.7, 1.3, -0.1], [-0.1, -0.2, -0.3], [0.1, 1.2, 0.1], [0.9, -1.2, -1.7], [-1.0, 0.2, -1.0], [0.5, -0.1, 0.0], [0.2, -0.8, 0.5], [-0.4, 0.3, -0.3], [-0.2, -0.7, 0.5], [0.6, -0.4, 0.0], [0.4, 0.4, -0.4], [-0.6, -0.3, 0.2], [-0.1, -0.9, 0.3], [0.0, 0.0, -0.3], [-0.3, 0.1, 0.1], [-0.5, 0.8, 0.2], [-0.2, -0.4, 0.1], [0.4, -0.3, 0.1], [0.4, -0.2, 0.3], [-1.7, -1.2, 0.3], [0.4, 0.2, 0.4], [-0.3, -0.1, 0.2], [0.0, 0.6, -0.5], [0.5, -0.1, 0.1], [0.8, 0.2, 0.1], [0.3, -0.2, -0.1], [0.1, 0.2, 0.1], [-0.1, 0.4, -0.4], [0.4, 0.4, 0.0], [0.0, 0.2, 0.2], [0.0, 0.3, -0.4], [0.3, -0.1, 0.0], [-0.7, 0.7, -0.1], [0.2, -0.6, -0.6], [-0.3, 0.0, 0.1], [0.3, -0.3, 0.3], [0.3, 0.2, -0.3], [-0.2, -0.3, -0.2], [0.1, -0.1, 0.2], [0.0, 0.1, -0.1], [-0.3, -0.2, 0.1], [0.0, 0.4, 0.2], [-0.2, 0.1, -0.2], [0.2, 0.2, 0.0], [-0.1, -0.2, 0.1], [-0.1, -0.1, 0.6], [0.4, -0.8, 0.4], [-0.2, 0.6, 0.1], [0.0, 0.3, -0.2], [0.2, -0.1, -0.4], [0.0, 0.1, 0.4], [-0.5, 0.3, 0.1], [0.6, 0.1, 0.0], [-0.5, -0.3, -0.5], [0.1, -0.5, 0.1], [-0.2, -0.4, -0.3], [0.4, 0.1, -0.4], [-0.1, 0.3, -0.1], [-0.3, 0.1, 0.3]],
  "lowdin_charge": [0.494, -0.204, -0.198, -0.244, -0.151, -0.215, -0.023, 0.078, 0.077, 0.103, -0.025, 0.068, 0.021, 0.125, -0.032, 0.113, 0.063, 0.075, -0.018, 0.113, 0.088, 0.074, -0.036, 0.112, 0.087, 0.090, -0.202, -0.222, -0.116, -0.127, -0.179, -0.131, -0.147, -0.147, 0.119, 0.127, 0.105, 0.113, 0.089, 0.057, 0.117, 0.121, 0.111, 0.118, 0.085, 0.095, 0.788, -0.324, 0.052, -0.045, 0.030, -0.279, 0.049, 0.032, 0.029, -0.285, 0.036, 0.042, 0.041, 0.917, -0.237, 0.063, 0.025, 0.058, -0.201, 0.031, 0.059, 0.069, -0.209, 0.068, 0.048, 0.049, 0.913, -0.577, -0.116, -0.079, -0.073, -0.035, -0.178, -0.655, -0.012, -0.105, 0.104, 0.114, 0.106, 0.065]
}

---

{
  "formula": "C31H49Cl2I2N2O14P3S",
  "method": "ωB97M-V/def2-TZVPD",
  "total_energy_ev": -144538.6276,
  "mol_weight_g_mol": 1123.4,
  "orbital_gap_ev": 7.976,
  "e_lumo_ha": -0.0120,
  "symbols": ["C", "C", "O", "O", "C", "C", "C", "C", "C", "P", "O", "Cl", "C", "C", "I", "C", "C", "I", "C", "N", "C", "P", "P", "O", "O", "O", "C", "C", "C", "C", "C", "S", "O", "O", "Cl", "N", "C", "H", "H", "H", "H", "H", "H", "H", "H", "H", "H", "H", "H", "H", "H", "H", "H", "H", "H", "H", "H", "H", "H", "H", "H", "H", "C", "C", "O", "C", "C", "O", "H", "H", "H", "H", "H", "H", "H", "H", "C", "C", "O", "C", "C", "O", "H", "H", "H", "H", "H", "H", "H", "H", "C", "C", "O", "C", "C", "O", "H", "H", "H", "H", "H", "H", "H", "H"],
  "coordinates": [[6.013804, 0.985997, 2.648807], [5.284250, 0.089357, 3.601178], [5.840874, -0.501809, 4.482091], [3.943644, -0.051065, 3.400720], [3.157720, 1.047413, 3.877441], [1.842656, 1.051913, 3.165294], [0.654379, 0.921770, 3.827837], [0.647015, 0.909061, 5.330481], [-0.585829, 0.826302, 3.096066], [-2.316327, 0.570777, 3.763651], [-2.743460, -0.732816, 2.904983], [-2.160839, -0.366175, 5.616785], [-0.581741, 0.979105, 1.730414], [-1.848845, 0.987608, 0.921376], [-2.054645, 2.947280, 0.086211], [-2.020587, -0.068216, -0.180738], [-3.500334, -0.284330, -0.498848], [-1.038049, -1.911732, 0.302292], [0.666242, 1.155558, 1.045068], [0.682118, 1.281789, -0.312422], [1.829514, 1.431221, -0.911513], [1.821993, 1.396214, -2.751378], [-0.016376, 2.323040, -3.459700], [-1.179594, 1.456051, -3.274773], [-0.095082, 3.783999, -2.851201], [0.307371, 2.569705, -5.005768], [3.049614, 1.511080, -0.170005], [4.379244, 1.709010, -0.830680], [5.204645, 0.430204, -0.998816], [4.474434, -0.756346, -1.637348], [5.004884, -2.113175, -1.167251], [4.295903, -2.512009, 0.387455], [2.873478, -2.434908, 0.312360], [5.015015, -1.827282, 1.415051], [4.773727, -4.490903, 0.542425], [3.040304, 1.406522, 1.122848], [1.860908, 1.190956, 1.763304], [6.720079, 0.387395, 2.086405], [5.338804, 1.510533, 1.985435], [6.559869, 1.715056, 3.239245], [3.041143, 0.889165, 4.940941], [3.674372, 1.998727, 3.739498], [1.506013, 1.427511, 5.734395], [-0.201890, 1.467132, 5.694745], [0.622953, -0.092740, 5.738741], [-2.027280, -1.377530, 2.802647], [-2.722544, 0.909252, 1.546441], [-1.534197, 0.284685, -1.069794], [-3.698559, 0.043289, -1.514310], [-3.800836, -1.320685, -0.415526], [-4.139565, 0.292062, 0.164219], [2.739787, 2.380065, -3.158044], [-0.932311, 4.234070, -3.089888], [0.849275, 3.361493, -5.109126], [4.277354, 2.243339, -1.769849], [4.940907, 2.364462, -0.169701], [5.636618, 0.150777, -0.043830], [6.045429, 0.691509, -1.638874], [3.404424, -0.693888, -1.481193], [4.668972, -0.757066, -2.705289], [4.731668, -2.872733, -1.892790], [6.079414, -2.063600, -1.026734], [-6.453328, -1.149733, 5.942577], [-7.474743, -1.078119, 4.826112], [-6.862920, -1.094470, 3.535853], [-6.526961, -2.236218, 2.897837], [-6.581354, -3.551676, 3.642241], [-6.127117, -2.160763, 1.772241], [-5.896353, -2.086232, 5.918615], [-6.945677, -1.068494, 6.912043], [-5.734795, -0.336437, 5.844576], [-8.228011, -1.863300, 4.906174], [-8.004336, -0.127750, 4.864927], [-5.594053, -3.749719, 4.057407], [-6.819401, -4.331791, 2.924612], [-7.315217, -3.588488, 4.442956], [-6.842761, 5.674237, -0.869688], [-5.845423, 6.554611, -1.592109], [-4.598640, 5.886212, -1.813535], [-4.374780, 5.091833, -2.867909], [-5.516934, 4.677182, -3.762079], [-3.259196, 4.673702, -3.031430], [-7.107581, 4.796775, -1.459398], [-7.754410, 6.233015, -0.658644], [-6.419710, 5.324575, 0.071349], [-6.242022, 6.946202, -2.529465], [-5.586361, 7.412698, -0.975359], [-5.898877, 3.722071, -3.403610], [-5.125368, 4.538816, -4.766025], [-6.333670, 5.391929, -3.807887], [5.740341, -5.746278, -6.823354], [6.003960, -6.083311, -5.371301], [5.521010, -5.068470, -4.483475], [4.250742, -5.027627, -4.047508], [3.204725, -5.917052, -4.672647], [3.969485, -4.228110, -3.195346], [4.673083, -5.687695, -7.036273], [6.177253, -6.505869, -7.471327], [6.181096, -4.780830, -7.069836], [5.599799, -7.056977, -5.093525], [7.074885, -6.120285, -5.182509], [2.710861, -5.358156, -5.466509], [2.469754, -6.156562, -3.909372], [3.591070, -6.846872, -5.080825]],
  "forces_ev_per_a": [[-0.2, 0.4, 0.1], [0.2, -0.3, 0.3], [-0.1, -0.1, -0.1], [-0.3, 0.0, 0.0], [0.3, -0.2, 0.1], [0.1, 0.0, 0.3], [-0.4, -0.1, 0.1], [0.0, 0.4, 0.0], [0.2, -0.2, 0.3], [-0.1, 0.3, 0.1], [-0.1, -0.2, 0.3], [0.2, 0.0, 0.1], [0.2, 0.0, -0.4], [0.3, -0.3, -0.1], [-0.4, 0.4, -0.1], [-0.5, 0.5, 0.1], [-0.1, -0.1, -0.1], [0.2, -0.2, -0.1], [-0.1, 0.0, -0.3], [-0.1, -0.1, 0.2], [-0.2, 0.5, 0.0], [0.0, -0.8, -0.4], [-0.4, -0.5, 0.6], [0.1, 0.0, -0.1], [-0.1, 0.6, -0.1], [0.2, 0.1, -0.2], [-0.1, -0.1, -0.3], [0.2, 0.2, 0.3], [0.0, 0.1, -0.3], [0.5, 0.1, 0.1], [-0.1, 0.4, -0.4], [0.0, 0.2, 0.2], [0.0, 0.0, 0.1], [0.0, -0.1, 0.0], [0.0, -0.1, 0.0], [0.0, 0.0, 0.4], [-0.1, 0.1, -0.5], [0.1, -0.1, -0.1], [-0.1, -0.1, -0.1], [0.3, 0.0, 0.0], [0.0, 0.1, 0.1], [0.2, 0.1, -0.2], [0.1, 0.0, 0.0], [-0.3, -0.1, 0.2], [-0.1, -0.2, 0.1], [0.0, -0.2, -0.2], [0.0, 0.2, 0.0], [0.5, -0.1, -0.3], [0.0, 0.0, -0.2], [-0.1, -0.1, 0.0], [-0.1, 0.0, 0.1], [-0.1, 0.3, 0.3], [0.0, -0.2, 0.3], [0.0, 0.0, -0.2], [-0.1, -0.1, -0.2], [0.1, 0.2, 0.0], [-0.2, -0.1, 0.2], [0.2, 0.0, 0.0], [-0.2, -0.2, -0.1], [-0.3, 0.1, -0.3], [0.0, -0.2, 0.2], [0.2, -0.2, 0.1], [0.1, 0.0, -0.1], [0.0, 0.0, 0.2], [-0.1, 0.1, -0.1], [0.2, 0.0, 0.2], [-0.3, 0.0, 0.0], [0.0, 0.0, -0.2], [0.0, 0.0, 0.0], [0.0, 0.0, 0.0], [0.0, 0.0, 0.0], [0.0, 0.0, 0.0], [0.0, 0.0, 0.0], [0.0, 0.0, 0.0], [0.1, 0.0, -0.1], [0.1, 0.0, 0.0], [0.1, -0.1, 0.0], [-0.2, 0.0, 0.1], [0.0, 0.2, 0.1], [0.0, -0.3, 0.1], [0.0, 0.2, -0.1], [0.3, 0.0, -0.2], [0.0, 0.0, 0.0], [0.0, 0.0, 0.0], [0.0, 0.0, 0.0], [0.0, 0.0, 0.0], [0.1, 0.0, 0.0], [0.0, 0.0, 0.0], [0.1, -0.1, 0.0], [0.0, 0.0, 0.1], [-0.1, 0.1, 0.0], [0.1, -0.1, -0.1], [0.1, 0.0, 0.1], [-0.1, 0.1, -0.1], [0.1, -0.2, 0.2], [-0.1, 0.0, 0.0], [0.0, -0.1, 0.0], [0.0, 0.0, 0.0], [0.0, 0.0, 0.0], [0.0, 0.0, 0.0], [0.0, 0.0, 0.0], [0.0, 0.0, 0.0], [0.0, 0.1, 0.0], [0.0, 0.1, -0.1]],
  "lowdin_charge": [0.009, -0.546, 0.135, -0.028, -0.111, -0.080, -0.175, -0.091, -0.252, 0.635, -0.424, 0.244, -0.333, -0.766, 1.006, -0.787, -0.150, 0.987, -0.203, 0.110, -0.430, 0.938, 0.200, -0.319, -0.206, -0.169, -0.265, -0.149, -0.172, -0.213, -0.287, 0.334, -0.342, -0.321, 0.398, 0.226, -0.120, 0.088, 0.048, 0.091, 0.112, 0.141, 0.070, 0.048, 0.074, -0.019, -0.011, 0.008, 0.076, 0.047, 0.073, -0.077, 0.066, 0.074, 0.077, 0.113, 0.082, 0.117, 0.074, 0.118, 0.054, 0.114, -0.062, -0.241, -0.004, -0.528, 0.014, 0.107, 0.069, 0.081, 0.075, 0.110, 0.121, 0.096, 0.090, 0.067, -0.059, -0.232, 0.000, -0.527, 0.022, 0.068, 0.070, 0.082, 0.086, 0.111, 0.123, 0.101, 0.093, 0.070, -0.063, -0.233, 0.008, -0.507, 0.021, 0.092, 0.069, 0.082, 0.084, 0.113, 0.123, 0.099, 0.095, 0.071]
}

---

Let's list strongest force on any atom in order: 3.50; 0.86 eV Å⁻¹.